Entry P
19
Properties=species:S:1:pos:R:3 method="wB97M-V/def2-TZVPD" homo_energy_ev=-9.07 homo_lumo_gap_ev=9.39 smiles=SS.O.O.O.O.O multiplicity=1 charge=0
H 3.2368 2.0147 -2.3010
S -3.4971 3.9268 -2.6741
H -0.3259 -1.4324 0.0410
H -0.0835 -2.8251 0.4408
H -2.3145 -4.8075 3.9857
H 2.6449 -0.8944 3.1583
H -3.1996 -3.5435 3.7724
H 1.1438 1.3747 -0.9815
S -3.9119 1.8834 -2.9431
H -5.2146 2.1052 -2.8859
H 4.1596 -0.7316 2.7368
O -2.5892 -4.1467 3.3469
O 0.3939 -2.0188 0.3441
O 3.2597 2.2824 -1.3712
O 0.7102 0.5797 -0.6927
O 3.2592 -0.7892 2.4215
H -2.8556 4.1239 -3.8035
H 1.2113 -0.0467 -1.2581
H 3.9725 2.9451 -1.3362

=====

Entry Q
19
Properties=species:S:1:pos:R:3 method="wB97M-V/def2-TZVPD" homo_energy_ev=-9.34 homo_lumo_gap_ev=9.47 smiles=SS.O.O.O.O.O multiplicity=1 charge=0
S -0.4618 3.4384 0.2164
O -1.6798 0.8585 4.3763
O 3.0202 -0.6505 -2.5227
H -1.0157 2.4209 0.9121
H 1.9767 -2.5976 -1.6729
H 2.5562 -0.1673 -1.8191
O -0.0453 -1.2308 0.2329
O -2.0902 0.5422 0.8840
H -1.9313 3.5370 -1.9842
O 1.7527 -3.5354 -1.7797
H 3.0728 -0.0714 -3.2904
S -0.6572 3.0981 -1.7682
H -1.3716 0.0482 0.4471
H 0.2501 -0.8330 1.0627
H 2.2202 -3.9613 -2.4608
H 0.1290 -2.1790 0.3565
H -2.9668 0.1999 0.6770
H -0.9972 0.2794 4.7179
H -1.7610 0.8039 3.4154

=====

On energetic grounds, entry Q is preferred over the next structure by 0.0165 hartree.

=====

Entry P
20
Properties=species:S:1:pos:R:3 method="wB97M-V/def2-TZVPD" homo_energy_ev=-13.15 homo_lumo_gap_ev=10.10 multiplicity=1 charge=+1
H -1.4515 -1.3686 2.1775
H 0.3334 1.0147 -2.8377
H -2.4650 0.4910 -0.1254
H -0.8068 -0.2540 -2.1504
C 0.8957 0.4463 -0.8980
H -1.6104 -2.0458 0.4291
H 1.0379 -1.7327 -1.4253
C 0.1113 0.1852 -2.1212
N 0.4334 0.4368 1.8582
H 2.5597 1.2664 -0.4681
H -2.1147 0.8990 1.5431
H -0.1072 0.9837 2.4770
H 1.0334 1.0627 1.2902
H 0.7088 -0.4314 2.0607
C -0.4295 -0.0493 0.7806
C -1.3918 -1.1273 1.1294
C 1.2758 -0.7267 -1.7905
H 2.2461 -0.6979 -2.3537
O 1.6116 1.4073 -0.3234
C -1.8701 0.2407 0.7480

=====

Entry Q
20
Properties=species:S:1:pos:R:3 method="wB97M-V/def2-TZVPD" homo_energy_ev=-15.44 homo_lumo_gap_ev=10.90 smiles="CCC(CC)=[N+]=CO" multiplicity=1 charge=+1
C 0.4684 2.2765 0.6031
C 1.0591 -1.1276 0.4523
H 2.1134 -1.3926 0.2146
H -2.4202 -0.1659 -1.9457
H -0.4017 -2.6446 1.0219
N -0.7060 -0.2036 -0.9930
C 0.3612 -0.0720 -0.3196
O -2.6232 0.4000 0.0461
C 0.9622 1.2673 -0.4535
H -0.3110 2.9404 0.2949
H 2.1253 1.1687 -0.3050
H 0.8244 1.6549 -1.5891
H 1.0637 -0.8495 1.4520
H -3.5786 0.6023 -0.1329
H -0.0018 1.6966 1.4911
H 1.2365 2.9689 0.9516
H 0.1485 -2.6289 -0.6731
H 1.2143 -3.2999 0.5272
C 0.4256 -2.5615 0.3259
C -1.9602 -0.0294 -0.9686

=====

On energetic grounds, entry Q is preferred over the next structure by 0.1315 hartree.

=====

Entry P
20
Properties=species:S:1:pos:R:3 method="wB97M-V/def2-TZVPD" homo_energy_ev=-13.05 homo_lumo_gap_ev=9.07 smiles="C=C(C)C[C@@H]([NH3+])C=O" multiplicity=1 charge=+1
H 0.6221 -1.0249 -2.6615
H 0.2600 3.0685 1.8997
N 0.5447 -1.6058 -1.8319
H -0.2184 -1.8492 1.5811
C 0.7226 0.3441 -0.1841
H 1.7361 2.4223 1.1051
C -0.0435 -2.0458 0.5076
H 0.0476 -2.4799 -2.0427
H -2.0386 1.7676 -0.0110
C -1.5000 1.2481 0.8261
H 1.6914 0.1674 0.2607
H -1.0623 -0.6492 -0.7949
C -0.0327 -0.9093 -0.5066
H -1.8153 1.8592 1.6788
C 0.6651 2.3474 1.2180
C -0.0495 1.4053 0.6119
H 0.8905 0.8051 -1.1667
H 1.4710 -1.9350 -1.5548
H -1.9046 0.2602 0.8989
O 0.0138 -3.1964 0.1662

=====

Entry Q
20
Properties=species:S:1:pos:R:3 method="wB97M-V/def2-TZVPD" homo_energy_ev=-13.58 homo_lumo_gap_ev=8.69 smiles="C=[N+](CC)CCC=O" multiplicity=1 charge=+1
C 0.8046 -1.1972 0.1734
O -1.0107 2.2115 -2.6775
H 0.7699 1.7116 -0.6191
N 0.3158 0.1887 0.5943
C -0.0589 1.0154 -0.5907
C -0.3568 -2.0520 -0.4782
H -0.0678 1.4663 2.2143
H 0.0692 -2.7889 -1.2640
H 1.0202 -1.6925 1.0576
H -1.5702 2.3419 0.1657
C -1.7945 2.3610 -1.8200
H -2.2074 0.8266 -0.3615
H -0.9426 -2.5606 0.3369
C -1.4641 1.6091 -0.5838
H -2.7033 2.9656 -1.9916
H 0.7902 -0.1120 2.5960
H 1.6122 -1.0960 -0.4627
C 0.3490 0.5256 1.8369
H -0.0660 0.2488 -1.4593
H -1.0392 -1.3429 -0.9726

=====

On energetic grounds, entry P is preferred over the next structure by 0.0204 hartree.

=====

Entry P
11
Properties=species:S:1:pos:R:3 method="wB97M-V/def2-TZVPD" homo_energy_ev=-8.57 homo_lumo_gap_ev=9.00 multiplicity=1 charge=0
C 1.2368 -0.5333 -0.2750
O -1.9633 0.8053 -0.0235
N 0.3248 -1.0195 -1.0662
H -1.6792 1.6883 0.2785
N -1.3741 -0.0917 0.9246
H 2.2234 1.0446 0.2473
O 1.5265 0.7919 -0.3775
H -0.2610 -0.2313 -1.3750
H 2.0704 -1.1483 0.0885
H -1.8628 -0.9665 0.7093
H -0.2416 -0.3394 0.8690

=====

Entry Q
11
Properties=species:S:1:pos:R:3 method="wB97M-V/def2-TZVPD" homo_energy_ev=-9.53 homo_lumo_gap_ev=10.51 multiplicity=1 charge=0
O 0.5788 -0.8857 -0.4752
H -1.9602 1.5464 0.5807
H -0.1512 -0.2905 -0.6500
N 0.1092 -1.8507 0.5274
H -1.9247 1.0288 -0.9977
H 0.4994 -1.5902 1.3302
C 2.6539 0.2718 0.6246
N -1.5566 1.5578 -0.2718
H 0.2752 -2.7909 0.1622
H -1.7035 2.5518 -0.4759
O 3.1797 0.4513 -0.3544

=====

On energetic grounds, entry Q is preferred over the next structure by 0.0364 hartree.